[1]
Formula: C5H12O2
Source: OMol25
Level of theory: wB97M-V/def2-TZVPD

Last column: Mulliken charge in e.
Atoms and positions in Å:
H -0.99503 -1.16497 -1.71444  0.377
O -2.34309 1.97211 0.18159  -0.429
H 2.10107 -0.41755 1.20973  0.385
C -1.19168 1.82266 0.89847  0.415
H -0.53882 -0.39954 0.81964  -0.072
H 1.55943 1.27463 -0.50204  0.347
H -2.85874 2.68682 0.59193  0.312
H 2.44015 -1.62916 -0.02622  0.360
H -0.30665 1.38085 0.09840  0.126
H -0.60534 -2.42535 -0.53317  0.354
H 0.27276 0.95321 -1.73992  0.339
C -0.18600 -1.62796 -1.14907  -1.361
C 0.68617 0.69056 -0.77216  -1.116
C 0.55233 -0.61573 -0.29497  1.059
H -1.09927 0.19591 1.18277  0.105
C 1.64870 -1.18643 0.58363  -1.368
H 0.49399 -2.09393 -1.87089  0.360
O -0.88718 2.55599 1.80439  -0.548
H 1.25721 -1.97212 1.23233  0.355

Atoms 1-3, force components in eV/Å:
H -0.008 0.023 0.061
O -0.092 -0.216 0.266
H -0.036 0.006 0.000

Values from the calculation:
LUMO level: 0.6230 eV
gap between HOMO and LUMO: 9.47 eV
charge: 0
calculated total energy: -348.05103 Ha
energy relative to the best compared isomer or geometry (same formula, charge and spin): 96.5 kcal per mole

[2]
Formula: C18H34N3O3
Source: OMol25
Level of theory: wB97M-V/def2-TZVPD

Last column: Mulliken charge in e.
Atoms and positions in Å:
H 3.62928 -3.78810 1.82660  0.297
H 2.23006 2.70769 2.06628  0.549
N -2.44604 2.62435 2.12366  -0.777
H -1.75636 3.87699 3.48352  0.286
H -1.68268 -1.39350 1.95358  0.174
N -2.35642 -0.65562 2.09378  -0.391
H -1.07854 2.45658 -1.50595  0.539
C -1.70717 -2.33017 -2.82487  0.195
C -2.07671 1.83168 1.16569  0.473
C -0.37628 0.72833 -0.34208  1.167
O 1.26222 -2.43555 3.12772  -0.567
H 2.93452 -3.31598 -0.58576  0.425
H -1.53116 0.89824 -2.23131  0.399
C 0.45906 1.52339 -2.65686  -0.729
C 1.72878 2.12191 1.28748  -1.023
H 0.42123 -0.47618 1.86738  -0.586
C -3.15724 1.08372 0.42085  -0.672
H -3.05215 1.18326 -0.65419  0.235
H 1.68041 3.32840 -3.08090  0.391
H 3.23346 0.70580 1.94021  0.711
H 1.09410 0.26995 3.27724  0.451
H -1.17514 -2.14501 -1.88969  0.008
C 1.48428 2.62172 -2.27881  -1.072
H -4.09785 1.49090 0.79061  0.494
N -1.47371 3.24276 2.74336  0.261
H 2.41864 2.14941 -1.97003  0.247
C 2.25556 0.66601 1.46030  -0.618
H -1.49133 -3.53703 -4.60102  0.383
H 0.94587 0.54334 -2.65844  0.266
H -2.92214 -0.85687 2.90373  0.217
H -2.27413 -1.23551 -4.33540  0.271
C -0.97290 -3.36409 -3.65587  -1.265
H 0.03134 -3.01446 -3.89828  0.309
H 2.04956 2.56421 0.34789  0.135
H -2.71751 -2.67662 -2.58456  0.280
C 0.24771 2.29036 1.53075  0.084
H 2.04666 -1.92241 -0.01747  0.014
O -1.79664 -1.08175 -3.51402  -0.468
H 4.46868 -2.54104 0.90581  0.378
C -0.74168 1.43371 -1.70712  -1.267
C 1.98948 -1.57817 2.66305  0.180
H -2.75901 -1.07000 0.10110  0.096
H 2.42686 0.21800 0.48183  0.020
H -4.17285 -0.76058 1.07622  0.458
H 0.67887 0.48575 -0.39277  -0.434
H 0.50974 3.68393 3.13449  0.493
C 3.52574 -2.79675 1.38319  -0.416
O 3.30066 -1.78914 2.39300  -0.377
H 0.12272 1.68947 -3.68071  0.592
C 2.45202 -2.88775 0.29624  -0.747
H 1.62197 -3.54842 0.54554  0.306
C -0.71432 1.62456 0.79057  0.728
H 1.09048 3.18076 -1.42568  0.224
H -0.93444 -0.20395 -0.31431  -0.321
C -0.19127 3.12741 2.52946  -0.468
H -0.89600 -4.31284 -3.12332  0.336
C -3.15597 -0.42014 0.88182  -0.528
C 1.36766 -0.21498 2.33649  0.653

Atoms 1-3, force components in eV/Å:
H 0.059 0.162 0.281
H -0.035 0.090 -0.134
N -0.358 0.327 0.142

Values from the calculation:
LUMO level: -4.0549 eV
gap between HOMO and LUMO: 8.50 eV
charge: +1
calculated total energy: -1095.98272 Ha

[3]
Formula: C4H5NO
Source: OMol25
Level of theory: wB97M-V/def2-TZVPD

Last column: Mulliken charge in e.
Atoms and positions in Å:
H -0.43800 1.53850 -0.23329  0.206
H 1.89213 -0.79472 -1.34636  0.285
C 0.98696 -0.40034 -0.07365  0.290
H 2.82237 0.64759 -0.23147  0.281
H -0.19692 -2.07723 0.30892  0.357
N -1.18496 1.16405 0.33507  -0.392
H -2.04107 1.69226 0.37354  0.241
C -1.33399 -0.19343 0.47772  0.462
C -0.12805 -1.00331 0.21985  -0.532
O -2.35769 -0.71497 0.87699  -0.596
C 1.97923 0.14161 -0.70731  -0.602

Atoms 1-3, force components in eV/Å:
H -0.142 -0.134 0.122
H 1.406 1.628 -1.288
C -0.424 0.301 0.783

Values from the calculation:
structure (SMILES): C=C=CC(N)=O
LUMO level: 0.5560 eV
gap between HOMO and LUMO: 9.87 eV
charge: 0
calculated total energy: -285.32048 Ha
energy relative to the best compared isomer or geometry (same formula, charge and spin): 59.1 kcal per mole

[4]
Formula: Cl2H3PSi
Source: OMol25
Level of theory: wB97M-V/def2-TZVPD

Last column: Mulliken charge in e.
Atoms and positions in Å:
Cl 2.51063 -1.92689 -0.95033  -0.201
Si 1.59499 -0.83862 0.56276  0.460
P -2.03969 0.32880 -0.64767  -0.023
H -2.87883 0.24409 0.41542  0.045
H 0.11474 -0.29903 0.03047  -0.134
H -2.04978 1.70116 -0.51785  0.051
Cl 2.74793 0.79050 1.10720  -0.198

Atoms 1-3, force components in eV/Å:
Cl -0.112 0.340 0.193
Si -1.138 0.267 -0.366
P 0.727 -0.669 -1.351

Values from the calculation:
LUMO level (alpha / beta): -1.5832 / -1.5542 eV
gap between HOMO and LUMO (alpha / beta): 7.23 / 6.89 eV
charge: 0
calculated total energy: -1552.98784 Ha
energy relative to the best compared isomer or geometry (same formula, charge and spin): 80.1 kcal per mole